# 1
ORCA calculation (ωB97M-V/def2-TZVPD) on a structure of composition C8H21BCoF4NO4 in a non-equilibrium geometry.

Results
Frontier orbital gap (spin up / spin down)   10.91 / 10.94 eV
Expectation value of S²   3.7548

The geometry in ORCA input format:
```
! RIJCOSX wB97M-V def2-TZVPD def2/J DEFGRID3
* xyz 1 4
Co 0.3569 -0.0868 -0.1723
B 2.6696 1.1227 -0.7010
F 3.7781 1.3672 0.1052
F 2.3394 -0.2666 -0.7712
F 1.5364 1.6550 -0.0312
F 2.7966 1.6652 -1.9428
C 2.1596 -0.5364 2.6157
O 1.0384 0.0864 1.9637
C -0.0964 0.1655 2.8012
C -1.1850 0.8765 2.0237
N -1.5335 0.1036 0.7667
C -2.4423 0.8876 -0.0816
C -1.8075 1.9458 -0.9694
O -0.5905 1.4149 -1.5153
C -0.1701 2.1502 -2.6672
H 2.9610 -0.6166 1.8861
H 1.8026 -1.5533 2.8291
H 2.4734 -0.0319 3.5268
H 0.0909 0.7926 3.6765
H -0.4496 -0.8251 3.1145
H -0.8682 1.8549 1.6645
H -2.0827 0.9556 2.6395
H -2.0673 -0.6890 1.1081
H -3.3208 1.3085 0.4211
H -2.9500 0.1885 -0.7547
H -1.6717 2.9176 -0.4879
H -2.4629 2.1426 -1.8204
H -1.0180 2.3848 -3.3123
H 0.5826 1.6170 -3.2417
H 0.2942 3.0960 -2.3848
C 0.3100 -2.6878 -1.8022
C -0.2883 -3.0910 -0.4559
O 0.1613 -2.1940 0.5626
O 0.2460 -1.2684 -1.9615
H -0.2567 -3.2161 -2.5685
H 1.3620 -2.9608 -1.8936
H -0.0584 -4.1367 -0.2517
H -1.3764 -3.0303 -0.5634
H -0.0984 -2.5026 1.4361
H -0.1644 -1.0053 -2.7903
*
```

---

# 2
ORCA calculation (ωB97M-V/def2-TZVPD) on a cluster of 3 separate species, C8H21BO11PS in total in a non-equilibrium geometry.

Results
Energy relative to the best compared isomer or geometry (same formula, charge and spin)   0.0 kcal/mol
Frontier orbital gap   8.58 eV

The geometry in ORCA input format:
```
! RIJCOSX wB97M-V def2-TZVPD def2/J DEFGRID3
* xyz 1 1
O 4.0261 1.3233 0.1536
P 3.1093 1.2250 -0.9624
O 2.6097 2.5266 -1.6421
O 3.4836 0.1790 -2.0629
S 1.1984 0.5561 -0.0918
B -0.1975 1.3924 -1.1357
O -0.9424 0.6864 -1.9970
O -0.4027 2.7006 -0.9532
H 3.3193 3.0277 -2.0770
H 3.6825 -0.6984 -1.6965
H 1.1507 -0.7719 -0.3081
H -0.4669 -0.0016 -2.4725
H 0.0188 3.0060 -0.1386
C -7.1167 4.0558 2.2991
C -5.6862 3.9364 2.7753
O -4.8613 3.2333 1.8255
C -4.4820 3.9404 0.7688
O -4.7240 5.0953 0.5507
O -3.7493 3.1423 -0.0204
C -3.3166 3.7592 -1.2345
H -7.5195 3.0725 2.0543
H -7.7340 4.5058 3.0755
H -7.1831 4.6753 1.4062
H -5.6385 3.3423 3.6852
H -5.2501 4.9112 2.9892
H -2.7953 4.6935 -1.0363
H -4.1615 3.9390 -1.8969
H -2.6410 3.0621 -1.7079
C 3.1695 -7.1653 -0.6687
C 4.4861 -6.4368 -0.8174
O 4.2981 -5.0107 -0.9587
C 4.0305 -4.3595 0.1568
O 3.9474 -4.8034 1.2657
O 3.8692 -3.0539 -0.1546
C 3.5214 -2.2372 0.9581
H 2.5026 -6.9202 -1.4962
H 3.3370 -8.2410 -0.6594
H 2.6683 -6.8891 0.2580
H 4.9906 -6.7453 -1.7294
H 5.1554 -6.6354 0.0179
H 4.2207 -2.3409 1.7830
H 2.5096 -2.4691 1.2987
H 3.5638 -1.2080 0.5967
*
```

---

# 3
ORCA calculation (ωB97M-V/def2-TZVPD) on a structure of composition C8H21CoNOP2 in a non-equilibrium geometry.

Results
Energy relative to the best compared isomer or geometry (same formula, charge and spin)   0.0 kcal/mol
Frontier orbital gap (spin up / spin down)   5.86 / 7.27 eV
Expectation value of S²   3.7763

The geometry in ORCA input format:
```
! RIJCOSX wB97M-V def2-TZVPD def2/J DEFGRID3
* xyz 0 4
Co 0.7139 0.1040 0.0027
H -1.3223 -0.6794 -0.4743
H -1.1469 -0.1023 4.6390
P -0.1202 -1.8443 -0.2141
P 0.1139 2.0196 -0.4179
C 1.4138 3.1934 0.1098
H 1.1902 4.1872 -0.2949
H 1.4322 3.2130 1.2108
H 2.3815 2.8322 -0.2636
C -0.2553 2.5376 -2.1409
H -1.2052 2.0953 -2.4540
H -0.2950 3.6260 -2.1883
H 0.5523 2.1584 -2.7920
C -1.3916 2.5678 0.4898
H -1.1780 2.5120 1.5691
H -1.6419 3.5933 0.1888
H -2.2112 1.8818 0.2470
C -0.2912 -2.4590 -1.9478
H -0.4358 -3.5445 -1.9953
H -1.1537 -1.9448 -2.3805
H 0.6087 -2.1671 -2.4977
C 1.2176 -3.0139 0.4163
H 1.2016 -3.0362 1.5127
H 1.0922 -4.0415 0.0468
H 2.2112 -2.6546 0.1096
C -1.5417 -2.6926 0.6712
H -2.4443 -2.1391 0.4214
H -1.6530 -3.7305 0.3673
H -1.3710 -2.6187 1.7477
C 2.3431 0.0140 0.6242
O 3.4894 -0.0441 0.9308
H 0.7992 0.2769 -1.3899
N -0.3431 -0.0316 2.5323
C -0.7593 -0.0684 3.6139
*
```

---

# 4
ORCA calculation (ωB97M-V/def2-TZVPD) on a structure of composition C8H21F3MgO4P2S in a non-equilibrium geometry.

Results
Energy relative to the best compared isomer or geometry (same formula, charge and spin)   0.0 kcal/mol
Frontier orbital gap   7.31 eV

The geometry in ORCA input format:
```
! RIJCOSX wB97M-V def2-TZVPD def2/J DEFGRID3
* xyz 0 1
Mg 0.1354 -0.0676 -0.3617
H -3.1377 -1.8419 0.8617
H -3.5469 -1.2031 0.9110
P -0.1241 -2.7171 -0.9953
P -0.1680 2.4959 -1.2557
C 1.2982 3.4693 -0.7336
H 1.1579 4.5294 -0.9676
H 1.4535 3.3449 0.3457
H 2.1865 3.0996 -1.2600
C -0.5556 3.1094 -2.9460
H -1.5463 2.7406 -3.2474
H -0.5461 4.2043 -2.9860
H 0.1859 2.7121 -3.6568
C -1.4274 3.2308 -0.1330
H -1.1522 2.9878 0.9059
H -1.5040 4.3201 -0.2427
H -2.4077 2.7794 -0.3417
C -0.3015 -3.3140 -2.7334
H -0.3283 -4.4116 -2.7678
H -1.2358 -2.9215 -3.1624
H 0.5363 -2.9495 -3.3459
C 1.2512 -3.7844 -0.3690
H 1.3252 -3.6488 0.7180
H 1.0642 -4.8444 -0.5877
H 2.1978 -3.4733 -0.8292
C -1.5230 -3.6294 -0.2004
H -2.4680 -3.1948 -0.5508
H -1.5294 -4.7083 -0.4188
H -1.4609 -3.4875 0.8880
C 1.9947 -0.2355 0.8165
O 3.0969 -0.1817 1.1333
H 1.4569 -0.0960 -1.5032
F 0.6939 0.6996 5.4630
C 1.1007 1.4042 4.3645
F 0.7879 2.7231 4.5165
F 2.4511 1.3367 4.2450
S 0.2378 0.4942 2.8833
O 0.8620 -0.8281 2.7983
O -1.1922 0.5889 3.0991
O 0.6813 1.2682 1.6462
*
```

---

# 5
ORCA calculation (ωB97M-V/def2-TZVPD) on a cluster of 2 separate species, C8H21N2 in total in a non-equilibrium geometry.

Results
Energy relative to the best compared isomer or geometry (same formula, charge and spin)   6.7 kcal/mol
Frontier orbital gap   8.06 eV

The geometry in ORCA input format:
```
! RIJCOSX wB97M-V def2-TZVPD def2/J DEFGRID3
* xyz 1 1
C -1.4433 3.4517 -0.9416
C -0.9010 -1.4281 -2.0466
C 1.4721 -0.1139 2.6952
C 0.8403 -2.1630 1.7881
C 2.7882 -1.1308 0.8163
C -1.5481 2.1464 -1.7812
C -1.8240 -0.3366 -1.8517
C -1.1811 0.9201 -1.1899
N -0.2447 0.8282 -0.2672
N 1.4532 -0.9859 1.4440
H -1.5862 4.3416 -1.5591
H -2.2858 3.5732 -0.1814
H -0.4819 3.5492 -0.3638
H -0.5544 -1.9461 -1.1956
H -1.3122 -2.2712 -2.6654
H -0.0603 -0.9739 -2.6711
H 0.6742 -0.1965 3.4201
H 2.3236 -0.3597 3.3254
H 1.5367 0.9603 2.4381
H 1.1074 -2.5794 2.7166
H -0.2314 -1.8753 1.7122
H 1.0348 -2.9286 1.1783
H 3.0867 -0.2712 0.2661
H 3.6264 -1.3242 1.4752
H 2.7795 -1.9953 0.2459
H -2.6166 2.1156 -2.2631
H -1.1166 2.3136 -2.7685
H -2.8587 -0.4375 -1.2902
H -2.0720 -0.0881 -2.8736
H -0.1127 1.6926 0.2231
H 0.0590 -0.0505 0.1440
*
```

---

# 6
ORCA calculation (ωB97M-V/def2-TZVPD) on a structure of composition C8H21N2O3PSTa in a non-equilibrium geometry.

Results
Energy relative to the best compared isomer or geometry (same formula, charge and spin)   0.0 kcal/mol
Frontier orbital gap   7.06 eV

The geometry in ORCA input format:
```
! RIJCOSX wB97M-V def2-TZVPD def2/J DEFGRID3
* xyz -1 1
C 1.3886 1.3984 3.1601
C 0.9394 2.4958 2.2076
O -0.1951 2.0961 1.4617
C -0.0034 2.0451 0.0435
C 1.0187 0.9932 -0.4079
Ta 0.0816 -0.9566 -1.0870
C -0.5565 -0.2220 -3.1486
O -0.9577 1.1820 -3.0049
N -0.3266 1.9441 -4.0259
O 0.5710 2.5545 -3.6063
N -1.7564 -0.7595 -0.2822
C -2.0878 -1.4611 0.7224
C -1.6009 -1.1804 2.1193
C -3.0059 -2.6494 0.5882
P 2.5326 -1.4720 -1.8232
S 2.9722 -1.2482 -3.7670
H 2.1583 1.7602 3.8470
H 0.5293 1.0474 3.7353
H 1.7739 0.5387 2.6091
H 1.7568 2.7811 1.5366
H 0.6718 3.3895 2.7886
H 0.2992 3.0443 -0.3090
H -0.9966 1.8606 -0.3665
H 1.5896 1.3880 -1.2595
H 1.7560 0.7817 0.3720
H -0.1835 -2.6788 -1.7295
H 0.6516 -1.8751 0.4351
H 0.1821 -0.3372 -3.9465
H -1.4476 -0.7808 -3.4607
H -1.2358 -0.1545 2.1718
H -2.4022 -1.3180 2.8491
H -0.7736 -1.8559 2.3446
H -2.3949 -3.5465 0.4600
H -3.6087 -2.7822 1.4891
H -3.6670 -2.5183 -0.2664
H 2.8835 -2.7720 -1.4142
H 3.4441 -0.7325 -1.0356
*
```

---

# 7
ORCA calculation (ωB97M-V/def2-TZVPD) on a structure of composition C8H21N5O9P2PdSi in a non-equilibrium geometry.

Results
Energy relative to the best compared isomer or geometry (same formula, charge and spin)   0.0 kcal/mol
Frontier orbital gap (spin up / spin down)   9.23 / 7.33 eV
Expectation value of S²   6.0118

The geometry in ORCA input format:
```
! RIJCOSX wB97M-V def2-TZVPD def2/J DEFGRID3
* xyz 2 5
Pd 0.3817 -0.3773 0.9276
N -1.5593 1.2592 0.8170
N -2.7655 0.5661 0.9283
C -2.7873 -0.7832 1.0122
N -3.9649 -1.3724 1.0760
N -1.5804 -1.3790 1.0103
N -1.4850 -2.7631 1.0391
O -0.3387 -3.1676 0.9756
O -2.4554 -3.4758 1.1623
H -1.4647 1.9305 1.5732
H -1.5067 1.7436 -0.0743
H -3.6344 1.0800 0.9200
H -4.8196 -0.8400 1.0561
H -4.0013 -2.3799 1.1545
C 4.6221 -0.6785 -1.3362
C 3.2312 -0.0845 -1.1372
O 3.0259 0.9415 -2.0978
P 1.9092 -1.3166 -1.4408
O 2.2533 -2.4461 -0.3999
O 2.1705 -2.0314 -2.8051
O 0.5544 -0.6835 -1.2869
P 3.0554 0.7385 0.4971
O 4.3433 1.5854 0.6722
O 3.1964 -0.4147 1.6689
O 1.7468 1.4513 0.6287
H 4.6830 -1.1242 -2.3277
H 4.8370 -1.4448 -0.5916
H 5.3639 0.1149 -1.2657
H 2.1880 1.4013 -1.9374
H 1.6349 -3.1949 -0.3569
H 1.8161 -1.6238 -3.6083
H 4.2450 2.5015 0.9719
C 2.4956 -3.5764 5.5640
Si 3.3121 -3.1466 3.9765
C 4.9573 -2.3369 4.1847
C 3.3545 -4.5710 2.7890
C 2.1733 -1.9425 3.0482
C 2.0290 -0.9327 2.0665
H 3.1256 -4.3086 6.0757
H 1.5132 -4.0204 5.3967
H 2.3818 -2.7130 6.2220
H 5.4951 -2.8854 4.9618
H 4.8805 -1.2962 4.5042
H 5.5417 -2.3745 3.2643
H 4.0566 -5.3031 3.1983
H 3.7052 -4.2847 1.7954
H 2.3716 -5.0367 2.7027
*
```

---

# 8
ORCA calculation (ωB97M-V/def2-TZVPD) on a structure of composition C8H23AgO10 in a non-equilibrium geometry.

Results
Energy relative to the best compared isomer or geometry (same formula, charge and spin)   148.1 kcal/mol
Frontier orbital gap   2.48 eV

The geometry in ORCA input format:
```
! RIJCOSX wB97M-V def2-TZVPD def2/J DEFGRID3
* xyz 0 1
Ag 0.0103 0.1541 -1.1557
O 3.7088 -0.7122 4.7338
C 2.4528 -0.8772 4.3249
O 1.5025 -0.6117 5.0533
O 2.2850 -1.3675 3.2078
H 4.1036 -0.9833 3.9018
C -5.8319 -3.3751 -1.4933
O -4.5536 -3.0563 -1.0976
H -6.1066 -3.0367 -2.4924
H -5.8577 -4.4623 -1.4203
H -6.5589 -2.8949 -0.8383
H -4.4342 -3.1264 -0.1476
C 3.3891 -5.5820 -2.1940
C 2.7682 -4.6465 -3.2642
O 2.9186 -3.3662 -2.8743
O 2.7592 -5.4966 -0.9463
H 4.4286 -5.2739 -2.0816
H 3.3861 -6.6003 -2.5828
H 1.7482 -4.9500 -3.4997
H 3.3133 -4.7592 -4.2014
H 3.7676 -3.0257 -3.1655
H 2.8180 -4.5696 -0.7038
C 1.6336 4.7673 -3.1289
C 2.9262 3.9679 -3.3571
O 3.3697 3.3570 -2.2201
O 0.4906 3.9116 -3.3550
H 1.5988 5.6036 -3.8271
H 1.5367 5.1805 -2.1249
H 3.6440 4.7555 -3.5865
H 2.7324 3.2309 -4.1365
H 3.7775 4.0094 -1.6459
H 0.0138 4.2235 -4.1276
C -3.4411 3.4734 3.7200
C -4.0110 2.7914 4.9439
O -3.1317 2.9050 6.0470
O -2.3065 2.7307 3.2296
H -3.1121 4.5033 3.8585
H -4.1798 3.5197 2.9198
H -4.2911 1.7863 4.6287
H -4.9695 3.2475 5.1919
H -2.3997 2.3025 5.8958
H -1.8978 2.3525 4.0116
*
```

---

| no. | E (Ha) |
| --- | --- |
| 1 | -2480.211930 |
| 2 | -1909.409430 |
| 3 | -2512.665384 |
| 4 | -2198.906026 |
| 5 | -426.602256 |
| 6 | -1449.011652 |
| 7 | -2367.851678 |
| 8 | -1217.711252 |